[1]
# C19H28CaClO19

A structure of composition C19H28CaClO19 (wB97M-V/def2-TZVPD, OMol25).

Geometry as XYZ:
```
68
Properties=species:S:1:pos:R:3:forces:R:3
Ca -2.0605 4.2425 0.5813 0.6 -0.5 -0.6
Cl 0.0996 2.4379 -1.3812 -1.3 -1.6 0.2
O -0.5079 3.6194 -1.9214 0.9 1.1 -1.3
O -0.3102 1.2703 -2.1223 0.6 0.4 -0.4
O 1.5019 2.4297 -1.1332 0.4 0.7 -1.0
O -0.5395 2.3578 -0.0983 -1.1 -0.3 3.0
C 4.5788 0.9311 -2.4442 -0.4 -3.0 -0.9
C 5.3031 1.9786 -1.7078 0.0 0.9 0.0
O 6.3259 1.3301 -0.9179 -1.0 1.6 -1.1
C 6.2885 0.0579 -1.2367 1.3 -4.4 3.6
O 6.9101 -0.7904 -0.6030 -0.2 1.6 -1.5
O 5.3279 -0.3302 -2.0594 -1.5 2.3 -1.8
H 4.5911 1.1107 -3.5193 0.5 -0.5 -0.1
H 3.5209 0.7745 -2.2334 0.2 0.0 0.6
H 4.5353 2.4643 -1.1055 0.8 0.7 0.4
H 5.7518 2.5784 -2.4995 0.3 0.7 0.8
C -0.8292 -0.4943 5.0419 -0.9 0.3 -0.1
C -2.1344 0.1442 4.5105 -0.2 -1.0 -2.0
C -2.7651 1.2580 5.3286 2.3 -0.4 1.3
O -2.7209 2.3927 4.5008 -1.4 1.3 -1.5
C -2.3002 2.0798 3.2929 1.2 0.8 -1.8
O -2.1935 2.8862 2.3356 -0.6 -1.7 2.5
O -1.8940 0.8265 3.2220 0.5 1.3 -0.3
H -0.6503 -1.4813 4.6153 0.0 0.2 -0.2
H -0.8973 -0.6178 6.1228 -0.1 0.0 0.0
H 0.0177 0.1613 4.8398 0.0 0.1 0.0
H -2.8412 -0.5324 4.0302 -0.2 -0.9 1.5
H -1.9586 1.5215 6.0129 -0.7 -0.3 1.1
H -3.7233 1.0519 5.8055 0.1 0.3 -0.3
C -0.6041 -3.0891 -2.5800 1.5 0.9 0.7
C -0.4002 -2.2594 -1.2622 -0.4 -0.9 -1.8
C -1.7042 -1.9552 -0.6303 -0.9 -0.6 0.0
O -1.6449 -2.5925 0.6901 -0.5 1.1 -0.3
C -0.4321 -3.0980 0.8689 2.8 -2.2 1.8
O 0.0316 -3.6885 1.8725 -2.1 2.5 -3.5
O 0.3036 -2.9420 -0.2888 0.9 -0.9 2.0
H -1.2202 -2.4288 -3.1904 0.1 -0.4 -0.5
H -0.9549 -4.1202 -2.5359 -0.9 0.3 0.8
H 0.3703 -3.2898 -3.0253 0.1 0.7 -0.4
H -0.0064 -1.2562 -1.4253 1.1 -0.5 -0.7
H -2.4660 -2.4427 -1.2387 -0.5 0.3 0.6
H -1.7273 -0.8671 -0.6909 -1.1 0.0 1.2
C 2.9551 -0.6911 0.6441 -0.8 1.2 -0.3
C 2.7623 0.5391 1.6031 3.2 -0.9 0.1
C 1.7491 0.5929 2.6571 -3.1 -0.8 0.5
O 2.3592 1.1859 3.8138 -1.9 0.8 -0.3
C 3.6342 0.9394 3.6978 4.8 -1.3 3.6
O 4.4857 0.9481 4.6126 -2.9 0.7 -2.3
O 3.9335 0.4756 2.5136 0.6 -0.1 -1.7
H 2.5109 -0.4429 -0.3198 -0.8 -0.2 0.1
H 2.5653 -1.6264 1.0458 -0.2 0.2 0.0
H 3.9648 -0.8924 0.2860 0.5 0.4 0.9
H 2.8229 1.5399 1.1754 0.1 -0.3 -0.8
H 1.3643 -0.3777 2.9702 0.3 -0.4 -0.1
H 0.8514 1.1234 2.3395 0.1 0.5 0.2
C -4.8736 -0.5801 -2.4192 0.6 -0.4 2.2
C -4.3680 0.0443 -3.6833 -2.4 -0.9 0.9
C -2.9301 0.2057 -3.9573 1.8 2.5 2.3
O -2.6072 -0.4522 -5.1294 -0.3 -0.3 -0.3
C -3.6860 -1.1679 -5.4829 -1.5 1.3 1.3
O -3.7653 -1.8310 -6.4294 -0.1 -1.7 -1.8
O -4.7495 -0.9351 -4.5986 1.0 -1.0 -2.9
H -4.7362 0.0016 -1.5077 0.1 0.4 0.0
H -4.3462 -1.5166 -2.2374 0.4 0.0 -0.1
H -5.9097 -0.9168 -2.3842 -0.2 0.6 -0.8
H -4.9003 0.9759 -3.8755 -0.1 0.0 -0.2
H -2.2386 -0.0604 -3.1579 -0.1 -0.5 0.1
H -2.8198 1.2894 -3.9974 0.8 0.1 -0.7
```
Forces are in eV/Å.

Computed properties:
HOMO-LUMO gap (spin up / spin down) = 5.4 / 9.5 eV
HOMO energy (spin up / spin down) = -5.89 / -10.24 eV
Largest force on an atom = 0.1192 Eh/bohr
Molar mass = 635.95 g/mol
2S+1 = 2
Lowest unoccupied orbital energy (spin up / spin down) = -0.46 / -0.70 eV
Charge = 0

---

[2]
# C19H28CaClO2

A structure of composition C19H28CaClO2 (wB97M-V/def2-TZVPD, OMol25).

Geometry as XYZ:
```
51
Properties=species:S:1:pos:R:3:forces:R:3
O 0.5546 1.7496 -1.3126 0.1 0.9 -3.7
C 0.2727 2.7651 -2.4260 -0.2 1.3 4.1
C 0.7322 2.6898 -3.8889 0.6 -2.1 1.8
H 0.4289 3.6703 -1.7748 0.7 0.3 -1.5
H -0.7670 2.8115 -2.4702 -2.2 -0.4 -0.3
C 0.8748 1.1638 -3.7937 1.6 0.6 -2.3
H 1.4381 3.4107 -4.2008 2.5 0.0 0.5
H 0.0598 3.0283 -4.6515 -1.9 -0.5 0.1
C 2.0755 0.2991 -3.8547 1.4 -1.1 -0.8
H 3.0032 0.7046 -3.3706 -0.9 -0.6 0.0
H 2.4237 0.0628 -4.9411 -0.6 0.6 1.1
H 1.7571 -0.7743 -3.5428 0.9 1.9 0.2
C -0.2563 0.3758 -4.1919 -0.9 -1.9 1.0
H -1.2221 0.7890 -4.0824 -1.2 0.8 0.6
H -0.1970 -0.5918 -3.6323 -0.5 0.8 -0.5
H -0.2459 0.0819 -5.2187 0.4 -0.3 -1.3
Ca 0.2675 2.2259 0.6150 -2.3 -1.7 0.6
C -1.6906 0.3281 4.6817 -0.6 -0.3 -0.4
C -2.0117 1.6786 4.8366 0.2 0.1 -1.0
C -2.4562 2.1377 3.5908 0.2 -0.4 0.4
H -1.9093 2.2402 5.7324 0.2 0.5 0.5
C -2.4882 1.0415 2.6899 0.4 -0.3 0.2
C -2.0637 -0.0942 3.3853 0.5 0.6 -0.2
H -1.9098 -1.0660 2.9746 -0.1 -0.5 -0.2
H -1.2498 -0.2932 5.4076 0.2 -0.7 0.9
H -2.7649 3.1174 3.3459 -0.4 1.0 -0.1
H -2.8646 1.0590 1.6932 -0.4 0.0 -0.6
C 1.2726 -1.1201 4.5875 1.1 1.8 -0.2
C 0.5574 -1.9561 3.7017 0.1 -0.4 -2.1
C 0.9885 -1.6972 2.3925 -1.2 -0.4 0.9
H -0.2552 -2.6357 3.8919 0.2 -0.3 0.4
C 1.7634 -0.4862 2.4214 0.5 -1.6 0.4
C 2.0495 -0.2502 3.7967 -1.1 -0.3 0.8
H 2.6992 0.5187 4.1404 0.2 0.5 0.3
H 1.2068 -1.1889 5.6580 0.2 0.3 0.2
H 0.6539 -2.4355 1.6702 0.3 0.9 -0.4
H 2.2285 0.0734 1.6107 -0.1 -0.3 0.1
O -0.5277 -2.6123 -3.0745 2.0 -1.4 6.0
C -1.4980 -2.3314 -2.0450 -1.5 2.5 -0.8
C -0.9460 -1.0783 -1.1292 -0.9 1.4 4.1
H -1.7392 -3.3157 -1.4132 0.2 2.4 -1.2
H -2.3484 -1.8101 -2.5816 0.2 -1.4 0.6
C 0.4295 -1.5828 -0.7488 2.0 -3.1 -0.7
H -1.2626 -1.1402 0.0175 -1.4 -0.1 -2.4
H -1.0547 0.1027 -1.0431 0.1 -2.3 -2.5
C 0.6145 -2.9139 -1.6778 1.8 1.0 -1.9
H 0.0352 -2.0685 0.0876 0.9 -1.2 1.3
H 1.3597 -1.0940 -0.2483 -1.5 -0.2 -2.1
H 0.4821 -3.8949 -1.1134 -1.1 1.3 -1.0
H 1.6012 -3.1130 -2.1663 -0.8 0.8 0.0
Cl 1.8984 3.4192 1.6655 2.1 1.7 1.3
```
Forces are in eV/Å.

Computed properties:
HOMO-LUMO gap (spin up / spin down) = 6.6 / 4.1 eV
HOMO energy (spin up / spin down) = -4.17 / -3.42 eV
Largest force on an atom = 0.1252 Eh/bohr
Molar mass = 363.96 g/mol
Energy relative to the best compared isomer or geometry (same formula, charge and spin) = 11.574 eV
Lowest unoccupied orbital energy (spin up / spin down) = 2.40 / 0.64 eV
Charge = -1

---

[3]
# C19H28ClNO5

The molecule C19H28ClNO5 (wB97M-V/def2-TZVPD, OMol25).

Geometry as XYZ:
```
54
Properties=species:S:1:pos:R:3:forces:R:3
C -3.8655 2.3420 -2.9058 -0.2 -0.3 0.5
C -2.6882 1.5682 -2.3267 0.1 0.3 0.0
O -2.3679 2.1044 -1.0406 0.1 -0.4 0.2
C -1.4760 1.5846 -3.2428 -0.6 0.2 -0.9
O -0.7041 0.3898 -3.1493 -0.5 0.0 1.1
C 0.5603 0.5369 -2.7322 0.5 -0.7 0.0
O 1.2565 1.4370 -3.0532 0.5 1.1 -0.2
O 1.0304 -0.5130 -2.0110 -0.4 0.2 -0.3
C 0.6057 -0.6306 -0.6496 -0.1 -1.0 1.1
C 0.5891 0.6950 0.1088 0.3 0.3 0.1
C 1.9386 1.3778 0.2797 -0.5 -0.1 0.3
O 2.8361 1.2841 -0.5111 0.6 -0.3 -0.3
N 2.0753 2.0908 1.4745 0.2 0.8 -0.5
C 0.9751 3.0400 1.7111 -0.3 -0.9 0.2
C 3.4074 2.6820 1.6171 -0.3 0.3 0.6
C 1.6492 -1.5839 -0.0147 0.3 -0.1 0.1
C 1.4165 -1.9614 1.4314 -0.1 0.0 0.6
C 0.6259 -3.0454 1.8328 0.0 0.1 -0.1
C 0.4071 -3.3475 3.1726 0.3 0.6 0.0
C 0.9896 -2.5536 4.1581 0.1 0.0 -0.1
C 1.8116 -1.4900 3.7964 -0.3 -0.3 -0.5
C 2.0169 -1.2102 2.4477 0.0 -0.1 0.1
C -0.7946 -1.2686 -0.5022 0.2 0.5 -1.3
C -1.0199 -2.6480 -1.1158 -1.0 -0.2 0.7
C -2.3582 -3.1843 -0.5894 0.6 0.4 0.0
Cl -1.1611 -2.6304 -2.9005 0.3 -0.1 -0.1
H -3.7277 3.4082 -2.7403 0.1 0.2 -0.3
H -4.0761 2.1105 -3.9450 0.1 0.1 -0.2
H -4.7473 2.0692 -2.3317 -0.1 0.0 0.1
H -2.9855 0.5389 -2.1426 0.0 -0.1 0.0
H -2.0840 3.0166 -1.1582 0.0 0.1 0.0
H -0.8926 2.4869 -3.0661 0.3 -0.1 0.1
H -1.8332 1.6541 -4.2685 0.1 -0.1 -0.2
H -0.1118 1.4110 -0.3223 -0.2 -0.1 -0.2
H 0.2286 0.4905 1.1132 -0.2 -0.1 0.1
H 1.2229 3.6921 2.5376 0.1 0.2 0.0
H 0.0900 2.4845 2.0144 -0.2 0.0 0.0
H 0.7216 3.6007 0.8100 0.1 0.3 0.0
H 4.1046 1.9337 1.9793 0.2 -0.1 -0.3
H 3.3500 3.4437 2.3904 0.0 0.0 0.1
H 3.7666 3.1656 0.7125 0.1 -0.2 -0.2
H 1.7339 -2.4775 -0.6269 -0.2 -0.1 -0.2
H 2.6274 -1.1149 -0.0605 0.1 0.2 -0.2
H 0.1548 -3.6620 1.0813 0.0 -0.1 0.0
H -0.2228 -4.1755 3.4547 -0.1 -0.1 0.0
H 0.8048 -2.7678 5.2008 0.0 0.0 0.1
H 2.2861 -0.8723 4.5419 0.0 0.0 0.1
H 2.6627 -0.3831 2.1886 0.0 0.1 -0.1
H -1.5003 -0.6015 -0.9929 -0.2 0.1 0.0
H -1.0789 -1.2772 0.5436 0.1 -0.2 0.2
H -0.2657 -3.3721 -0.8396 0.4 0.1 -0.3
H -2.5557 -4.1682 -0.9958 -0.2 -0.1 0.0
H -2.2938 -3.2259 0.4963 -0.1 -0.2 0.1
H -3.1345 -2.4736 -0.8593 -0.3 -0.1 -0.1
```
Forces are in eV/Å.

Computed properties:
HOMO-LUMO gap = 9.7 eV
HOMO energy = -9.22 eV
Largest force on an atom = 0.0282 Eh/bohr
Molar mass = 385.89 g/mol
Energy relative to the best compared isomer or geometry (same formula, charge and spin) = 0.000 eV
SMILES string = C[C@H](O)COC(=O)O[C@](CC(=O)N(C)C)(Cc1ccccc1)C[C@@H](C)Cl
Lowest unoccupied orbital energy = 0.52 eV
Charge = 0

---

[4]
# C19H28ClO6V

A structure of composition C19H28ClO6V (wB97M-V/def2-TZVPD, OMol25).

Geometry as XYZ:
```
55
Properties=species:S:1:pos:R:3:forces:R:3
O 0.2035 -0.0302 -3.2796 0.0 0.3 -2.3
C 0.2777 1.2602 -3.9712 0.0 0.7 0.6
C 0.2904 0.6694 -5.3727 0.0 -0.2 0.7
H 1.1947 1.8024 -3.7073 -0.3 -0.1 0.2
H -0.6117 1.8631 -3.7471 0.3 0.0 0.0
C 0.2834 -0.6667 -4.6061 0.1 -0.7 -0.6
H 1.2002 0.8710 -5.9393 -0.2 -0.1 -0.1
H -0.6127 0.8723 -5.9467 0.1 -0.1 -0.1
C 1.5843 -1.4348 -4.7755 0.0 -0.1 0.2
H 2.4485 -0.8072 -4.5190 -0.2 -0.2 0.0
H 1.7065 -1.7663 -5.8157 -0.1 0.1 0.2
H 1.5740 -2.3243 -4.1340 0.1 0.2 -0.1
C -0.9293 -1.5371 -4.8687 0.1 -0.2 0.1
H -1.8561 -0.9859 -4.6749 0.2 -0.1 0.0
H -0.8726 -2.4271 -4.2302 -0.2 0.1 -0.1
H -0.9416 -1.8725 -5.9118 0.1 0.1 0.1
V -0.4356 -0.8897 2.7922 1.1 1.2 2.5
C -2.5846 -0.8394 3.8517 0.1 0.7 -0.8
C -2.1013 0.5067 3.7919 -1.4 -0.9 -1.1
C -1.9023 0.8544 2.4167 -0.3 -1.3 -0.2
H -2.0606 1.1860 4.6274 0.3 -0.2 -0.1
C -2.1873 -0.3190 1.6158 -0.6 0.3 0.5
C -2.6137 -1.3687 2.5234 0.0 0.7 -0.2
H -2.9882 -2.3528 2.2317 0.3 0.4 0.1
H -2.9761 -1.3229 4.7426 0.5 0.0 -0.2
H -1.6438 1.8451 2.0471 0.2 -0.4 0.2
H -2.1742 -0.3871 0.5264 0.1 0.0 0.5
C 1.0333 -2.3697 3.9315 0.1 -0.5 -1.2
C 0.2487 -3.0570 2.9473 0.7 0.6 -0.4
C 0.5559 -2.4803 1.6509 0.5 0.1 0.5
H -0.3827 -3.9294 3.1248 0.1 0.5 0.0
C 1.5654 -1.4577 1.8598 -0.6 -0.8 0.3
C 1.8448 -1.4028 3.2626 -0.1 -1.2 -0.6
H 2.6387 -0.8235 3.7275 -0.6 0.1 -0.1
H 1.0732 -2.6238 4.9853 -0.2 0.3 -0.3
H 0.1493 -2.8099 0.6915 0.2 0.2 0.4
H 2.0404 -0.8606 1.0849 -0.1 -0.2 0.3
O 1.8444 1.5582 -0.9254 -1.3 1.3 0.0
C 0.6418 0.7741 -0.7282 0.4 -0.2 0.8
C -0.5933 1.6882 -0.8851 0.3 0.3 0.0
H 0.6818 0.4150 0.3176 -0.2 0.1 -0.3
H 0.6521 -0.0732 -1.4204 0.1 0.4 0.5
C 0.0069 3.1054 -1.0439 0.2 -0.3 -0.4
H -1.1961 1.6480 0.0265 0.0 0.0 -0.3
H -1.2190 1.4162 -1.7378 0.1 -0.1 0.2
C 1.4398 2.9045 -0.5138 -0.2 -0.2 0.1
H -0.5639 3.8634 -0.4880 0.3 -0.2 -0.2
H 0.0322 3.3898 -2.1085 0.0 0.0 0.4
H 1.3705 2.9522 0.5945 0.4 -0.1 -0.4
H 2.1462 3.6669 -0.8946 -0.2 -0.7 0.2
O -0.4276 1.8456 5.7648 1.0 -0.8 -0.2
Cl 0.5480 0.8281 5.4044 -0.2 0.2 0.2
O 1.7192 0.9106 6.2402 -0.8 -0.2 -0.7
O -0.0811 -0.5207 5.5042 0.8 1.8 -0.1
O 0.9594 1.0437 3.9602 -1.2 -0.9 1.1
```
Forces are in eV/Å.

Computed properties:
HOMO-LUMO gap (spin up / spin down) = 8.2 / 9.1 eV
HOMO energy (spin up / spin down) = -9.01 / -9.31 eV
Largest force on an atom = 0.0581 Eh/bohr
Molar mass = 438.82 g/mol
Energy relative to the best compared isomer or geometry (same formula, charge and spin) = 0.000 eV
2S+1 = 3
Lowest unoccupied orbital energy (spin up / spin down) = -0.82 / -0.19 eV
Charge = 0